{
  "formula": "C43H33AsCl4O12PdS",
  "method": "ωB97M-V with the def2-TZVPD basis set",
  "orbital_gap_ha": [0.2427, 0.2434],
  "relative_energy_kcal_mol": 17.3,
  "lumo_ev": [3.86, 3.08],
  "s2": 6.0299,
  "spin_multiplicity": 5,
  "charge": -2,
  "max_force_ha_per_bohr": 0.0371,
  "elements": ["Pd", "O", "As", "O", "O", "C", "C", "C", "C", "C", "C", "S", "O", "O", "O", "H", "H", "H", "H", "H", "Cl", "C", "C", "Cl", "C", "Cl", "C", "O", "C", "O", "C", "Cl", "C", "C", "C", "O", "C", "C", "O", "C", "O", "C", "C", "C", "C", "C", "C", "C", "C", "C", "C", "C", "C", "C", "O", "C", "C", "C", "C", "C", "C", "C", "C", "C", "C", "C", "C", "H", "H", "H", "H", "H", "H", "H", "H", "H", "H", "H", "H", "H", "H", "H", "H", "H", "H", "H", "H", "H", "H", "H", "H", "H", "H", "H", "H"],
  "xyz": [[-0.522296, 0.088662, 0.311136], [-2.628031, 0.249110, -3.810185], [-1.790820, 0.910447, -2.359451], [-3.027024, 1.514633, -1.462234], [-0.846981, -0.375725, -1.800438], [-0.567908, 2.041490, -3.363871], [-0.759324, 2.217804, -4.732234], [0.195680, 2.880155, -5.490371], [1.352038, 3.368930, -4.896317], [1.558556, 3.202330, -3.534658], [0.591525, 2.554461, -2.783181], [0.952991, 2.311848, -0.973940], [-0.454131, 2.215695, -0.457839], [1.632188, 3.565416, -0.667056], [1.912387, -0.680580, -1.481686], [-3.345443, -0.265445, -3.421284], [-1.648317, 1.809194, -5.191785], [0.044106, 3.002465, -6.556775], [2.096949, 3.877733, -5.497649], [2.442254, 3.587403, -3.041968], [-5.803641, 0.697827, 4.914101], [-4.766621, 0.203937, 3.620373], [-5.222133, -0.811062, 2.717396], [-6.787392, -1.504490, 2.959804], [-4.432671, -1.229665, 1.682145], [-4.941820, -2.457776, 0.587624], [-3.131994, -0.660801, 1.457687], [-2.394828, -1.039743, 0.524829], [-2.646059, 0.368748, 2.405192], [-1.500131, 0.831008, 2.287585], [-3.532228, 0.768180, 3.470730], [-2.940488, 1.966268, 4.559164], [5.316359, -1.575497, 4.055689], [4.944887, -1.403297, 2.593736], [6.122942, -1.677603, 1.674448], [4.458259, -0.084349, 2.387057], [3.120829, -0.119208, 1.868293], [2.963391, -1.580649, 1.432838], [3.885097, -2.275199, 2.290563], [1.573351, -2.233938, 1.483389], [0.828368, -1.670078, 0.466298], [1.782618, -3.734168, 1.142970], [1.357325, -4.783496, 1.948616], [1.516616, -6.107728, 1.547408], [2.106339, -6.405629, 0.329767], [2.525750, -5.362718, -0.491106], [2.357764, -4.048547, -0.090331], [0.881430, -2.132055, 2.854550], [-0.507619, -2.143905, 2.874037], [-1.214773, -2.113427, 4.069598], [-0.539452, -2.065958, 5.280908], [0.849702, -2.081019, 5.277630], [1.550870, -2.128626, 4.078244], [2.969580, 1.000531, 0.780236], [1.594245, 1.157551, 0.580800], [3.738061, 0.583850, -0.476092], [5.093633, 0.905313, -0.595276], [5.836807, 0.612148, -1.725412], [5.218321, -0.040717, -2.789066], [3.899761, -0.434493, -2.670792], [3.155008, -0.168325, -1.511051], [3.466171, 2.341091, 1.389155], [3.073776, 2.660540, 2.687798], [3.416023, 3.871615, 3.272335], [4.153314, 4.806325, 2.559739], [4.515144, 4.518729, 1.251855], [4.167704, 3.304743, 0.675276], [6.231398, -1.022517, 4.275493], [5.470977, -2.633688, 4.273806], [4.515399, -1.187978, 4.685934], [6.901071, -0.926487, 1.827527], [5.803732, -1.640636, 0.634343], [6.527821, -2.669120, 1.889870], [2.408251, 0.099117, 2.664069], [3.301891, -1.684882, 0.404732], [0.892377, -4.575274, 2.904186], [1.170021, -6.906851, 2.193056], [2.225000, -7.435462, 0.013381], [2.974426, -5.576598, -1.454367], [2.643682, -3.250291, -0.765093], [-1.024763, -2.206829, 1.927417], [-2.300351, -2.120990, 4.053383], [-1.088699, -2.024577, 6.214664], [1.394877, -2.059740, 6.215243], [2.628851, -2.180486, 4.095095], [5.571131, 1.413471, 0.230466], [6.881373, 0.895588, -1.777719], [5.769974, -0.260526, -3.696652], [3.394048, -0.981990, -3.457471], [1.578076, -0.973542, -0.580709], [2.463471, 1.970009, 3.252835], [3.090902, 4.087302, 4.282984], [4.426608, 5.752788, 3.011881], [5.054135, 5.251833, 0.663186], [4.427428, 3.126104, -0.359714]],
  "forces_ev_per_a": [[0.4405, -0.8339, 0.3664], [0.1902, -0.1579, 0.0133], [-0.4888, -0.4099, -0.0915], [0.3232, -0.0636, -0.0965], [-0.1837, 0.6567, 0.1248], [0.2926, 0.0816, 0.1173], [0.0100, 0.0235, 0.1192], [0.0405, 0.0386, -0.0434], [0.0131, 0.0100, -0.0262], [-0.1227, 0.0104, -0.0441], [-0.1062, -0.4021, 0.0545], [-0.6511, 1.1261, -0.2098], [0.5880, 0.0314, -0.2151], [0.1522, -0.1014, 0.0306], [1.3819, 0.5566, -1.1940], [-0.0819, 0.0484, -0.0960], [0.0033, 0.0162, -0.0218], [-0.0093, 0.0085, 0.0032], [0.0020, 0.0005, 0.0083], [-0.0002, -0.0206, -0.0078], [0.0200, 0.0065, 0.0002], [-0.1762, -0.1952, -0.1152], [0.0179, 0.1720, 0.2053], [0.0071, -0.0098, -0.0209], [0.1531, 0.0788, -0.0431], [-0.0001, 0.0149, 0.0142], [-0.1870, 0.0885, 0.2483], [-0.1025, 0.0627, -0.0572], [-0.3549, -0.1041, 0.0744], [0.3662, 0.0577, -0.0057], [0.1475, -0.0040, -0.1006], [-0.0228, -0.0429, -0.0338], [0.0194, 0.0040, 0.0743], [-0.0724, 0.1025, -0.0649], [0.0938, 0.0682, -0.0198], [0.0180, 0.0444, -0.1208], [0.0321, -0.0319, -0.0343], [0.3132, 0.0528, 0.2014], [-0.1865, 0.0411, 0.0006], [-0.0913, -0.1544, 0.3114], [-0.5055, -0.0861, 0.3585], [-0.1219, -0.0278, -0.1433], [0.0871, 0.0177, 0.0673], [0.0254, 0.0205, -0.0404], [-0.0189, 0.0655, 0.0127], [-0.0131, -0.0521, 0.0613], [-0.0362, 0.0224, -0.0502], [0.0319, 0.0184, -0.0141], [-0.0465, -0.0989, 0.0160], [0.0071, -0.0013, -0.0279], [0.0468, -0.0095, -0.0330], [-0.0678, 0.0059, -0.0427], [0.0349, 0.0560, 0.0271], [0.0800, -0.2570, 0.2909], [-0.4089, 0.0292, -0.1649], [0.2114, 0.2122, 0.0979], [0.0174, -0.1782, -0.0033], [0.0113, -0.0694, -0.0781], [-0.0761, 0.0082, 0.0840], [0.0726, 0.0578, -0.0657], [-0.6333, -0.2994, 0.0038], [-0.0156, -0.1515, 0.1048], [0.0300, 0.0580, -0.0017], [-0.0024, -0.0467, -0.0628], [0.0250, -0.0393, -0.0372], [-0.0366, 0.0014, 0.0583], [-0.0190, 0.1210, -0.0584], [-0.0240, -0.0145, 0.0135], [0.0290, 0.0203, 0.0039], [0.0163, -0.0313, -0.0215], [-0.0179, -0.0245, -0.0172], [-0.0308, 0.0299, -0.0467], [0.0005, 0.0308, -0.0175], [-0.0416, 0.0198, 0.0607], [0.1445, -0.0426, -0.1104], [0.0110, -0.0073, -0.0240], [-0.0009, 0.0088, 0.0024], [0.0080, -0.0004, 0.0041], [-0.0130, 0.0099, 0.0004], [-0.0354, 0.0071, 0.0030], [-0.0349, 0.0318, -0.0072], [0.0285, -0.0004, -0.0111], [0.0121, 0.0047, -0.0177], [-0.0001, -0.0009, -0.0178], [-0.0620, 0.0154, 0.0083], [0.0461, -0.1091, -0.0079], [-0.0061, -0.0072, -0.0002], [-0.0080, -0.0071, 0.0092], [0.0180, 0.0190, 0.0147], [-0.4065, -0.3035, 0.4131], [0.0004, -0.0098, 0.0075], [-0.0017, -0.0035, 0.0088], [-0.0156, 0.0066, -0.0091], [0.0030, 0.0018, -0.0064], [-0.0859, 0.1080, 0.1009]]
}